The following is a DFT calculation (ωB97M-V/def2-TZVPD) of a structure of composition C41H32N7O4RbSb.

- ΔE to the lowest compared entry with this formula, charge and spin (kcal/mol) = 2.90
- net charge = -1
- highest occupied orbital energy (eV) = -4.41
- calculated total energy (a.u.) = -2530.301398
- M (Da) = 894.0
- gap between HOMO and LUMO (eV) = 6.44

Positions of all 86 atoms, in Å:
Rb1 -0.877 0.217 0.771
O1 -2.025 3.950 -2.453
C1 -2.123 3.141 -1.373
O2 -1.407 3.257 -0.416
C2 -3.217 2.116 -1.513
C3 -4.010 2.039 -2.641
C4 -4.964 1.025 -2.687
C5 -5.065 0.149 -1.628
C6 -4.197 0.297 -0.543
N1 -3.302 1.277 -0.482
C7 -4.244 -0.723 0.600
O3 -5.379 -1.144 0.878
O4 -3.132 -1.022 1.098
H1 -1.278 4.531 -2.253
H2 -3.872 2.733 -3.456
H3 -5.607 0.919 -3.552
H4 -5.788 -0.653 -1.598
C8 1.005 3.283 1.691
C9 1.487 2.713 2.992
C10 2.477 3.344 3.743
C11 2.836 2.810 4.961
C12 2.177 1.675 5.408
C13 1.205 1.093 4.597
N2 0.885 1.591 3.396
Sb1 0.203 -0.600 5.460
C14 -1.761 -0.340 4.642
C15 -2.703 -1.335 4.866
C16 -3.994 -1.146 4.396
C17 -4.300 0.031 3.750
C18 -3.298 0.978 3.559
C19 -3.577 2.266 2.837
N3 -2.046 0.790 3.987
C20 0.856 -2.114 4.092
C21 1.071 -3.389 4.601
C22 1.482 -4.393 3.735
C23 1.678 -4.080 2.407
C24 1.455 -2.775 1.970
C25 1.643 -2.384 0.536
N4 1.042 -1.807 2.801
H5 1.670 4.060 1.313
H6 0.005 3.702 1.806
H7 0.939 2.506 0.934
H8 2.946 4.242 3.360
H9 3.607 3.274 5.565
H10 2.408 1.243 6.374
H11 -2.431 -2.250 5.380
H12 -4.744 -1.918 4.506
H13 -5.280 0.188 3.318
H14 -4.027 2.994 3.518
H15 -4.265 2.118 2.005
H16 -2.654 2.695 2.449
H17 0.923 -3.590 5.655
H18 1.652 -5.400 4.095
H19 2.004 -4.829 1.697
H20 2.264 -3.099 -0.005
H21 2.086 -1.394 0.456
H22 0.680 -2.337 0.021
N5 5.220 -1.814 -8.872
C26 4.629 -1.604 -7.909
C27 3.880 -1.339 -6.695
C28 3.835 -2.294 -5.685
C29 3.119 -2.026 -4.529
C30 2.455 -0.815 -4.374
C31 2.504 0.131 -5.391
C32 3.214 -0.126 -6.553
C33 1.699 -0.537 -3.107
C34 2.422 0.190 -2.150
C35 3.780 0.614 -2.307
C36 4.127 1.257 -1.144
C37 2.964 1.193 -0.323
N6 1.950 0.573 -0.900
C38 0.410 -1.055 -3.067
C39 -0.256 -1.755 -4.130
C40 -1.520 -2.029 -3.680
C41 -1.574 -1.497 -2.351
N7 -0.448 -0.925 -1.984
H23 4.359 -3.232 -5.805
H24 3.072 -2.755 -3.730
H25 1.985 1.072 -5.262
H26 3.259 0.609 -7.346
H27 4.408 0.447 -3.169
H28 5.076 1.705 -0.892
H29 2.876 1.575 0.687
H30 0.160 -2.000 -5.096
H31 -2.314 -2.541 -4.202
H32 -2.412 -1.540 -1.663

For reference, the Mulliken charges in units of e are: number 1, Rb, carries 0.69; number 2, O, carries -0.49; number 3, C, carries 0.15; number 4, O, carries -0.44; number 5, C, carries 0.22; number 6, C, carries -0.54; number 7, C, carries -0.51; number 8, C, carries -0.77; number 9, C, carries 0.29; number 10, N, carries 0.67; number 11, C, carries 0.10; number 12, O, carries -0.81; number 13, O, carries -0.80; number 14, H, carries 0.35; number 15, H, carries 0.50; number 16, H, carries 0.41; number 17, H, carries 0.53; number 18, C, carries -0.69; number 19, C, carries 0.70; number 20, C, carries -0.92; number 21, C, carries -0.46; number 22, C, carries -0.76; number 23, C, carries -0.11; number 24, N, carries 0.51; number 25, Sb, carries 0.82; number 26, C, carries 0.15; number 27, C, carries -0.56; number 28, C, carries -0.53; number 29, C, carries -0.53; number 30, C, carries 0.57; number 31, C, carries -0.80; number 32, N, carries -0.07; number 33, C, carries 0.07; number 34, C, carries -0.84; number 35, C, carries -0.43; number 36, C, carries -0.71; number 37, C, carries 0.57; number 38, C, carries -0.78; number 39, N, carries 0.09; number 40, H, carries 0.35; number 41, H, carries 0.28; number 42, H, carries -0.27; number 43, H, carries 0.43; number 44, H, carries 0.39; number 45, H, carries 0.35; number 46, H, carries 0.35; number 47, H, carries 0.39; number 48, H, carries 0.30; number 49, H, carries 0.35; number 50, H, carries 0.24; number 51, H, carries -0.05; number 52, H, carries 0.37; number 53, H, carries 0.40; number 54, H, carries 0.40; number 55, H, carries 0.41; number 56, H, carries 0.05; number 57, H, carries 0.14; number 58, N, carries -0.58; number 59, C, carries -0.09; number 60, C, carries 0.67; number 61, C, carries -0.89; number 62, C, carries 0.13; number 63, C, carries -0.99; number 64, C, carries 0.10; number 65, C, carries -0.82; number 66, C, carries 1.35; number 67, C, carries 0.08; number 68, C, carries -0.89; number 69, C, carries -1.17; number 70, C, carries -0.40; number 71, N, carries 0.44; number 72, C, carries -0.20; number 73, C, carries -0.76; number 74, C, carries -1.33; number 75, C, carries -0.49; number 76, N, carries 0.60; number 77, H, carries 0.43; number 78, H, carries 0.53; number 79, H, carries 0.49; number 80, H, carries 0.43; number 81, H, carries 0.48; number 82, H, carries 0.45; number 83, H, carries 0.35; number 84, H, carries 0.48; number 85, H, carries 0.45; number 86, H, carries 0.42